## A
9
Properties=species:S:1:pos:R:3 method="wB97M-V/def2-TZVPD" smiles="[NH3+][O-].O=CI"
C -3.4335 -1.4462 -0.1389
N 0.5101 0.4334 0.1224
O -4.4063 -1.8442 0.3276
O 0.0376 -0.8533 -0.0436
I -2.8665 0.6205 -0.1374
H -2.5904 -2.0174 -0.6508
H -0.1962 0.9864 0.7760
H 1.5228 0.6591 0.4192
H 0.4917 0.9286 -0.8647


## B
9
Properties=species:S:1:pos:R:3 method="wB97M-V/def2-TZVPD" smiles="[NH3+][O-].O=CI"
C -1.5691 1.1469 0.2168
N 1.4790 -0.7829 -0.0010
O -1.5068 2.3267 0.0296
O 0.2844 -1.2169 0.2223
I -3.4371 0.1378 -0.2569
H -0.7358 0.3854 0.4287
H 2.2143 -1.4446 0.3309
H 1.6866 -0.7682 -1.2033
H 1.5844 0.2158 0.2329


Relative energies, unit kcal/mol: A 0.0; B 3.8


## A
17
Properties=species:S:1:pos:R:3 method="wB97M-V/def2-TZVPD"
C -0.3788 -1.2412 1.3517
C -0.0755 -0.8728 -0.0766
C -1.2774 -0.7894 -0.8977
C -2.2739 -0.6458 -1.5625
C 0.7175 0.4852 -0.1591
C 0.0227 1.8261 0.0195
C 2.0056 0.4952 -0.3852
H -0.8223 -2.2391 1.4441
H 0.5433 -1.2105 1.9491
H -1.1183 -0.5685 1.7229
H 0.5754 -1.5950 -0.4957
H -3.1252 -0.6493 -2.2728
H 0.7568 2.5814 0.2645
H -0.6160 1.7684 0.8995
H -0.5739 2.0111 -0.8273
H 2.5458 1.4718 -0.2807
Cl 3.0942 -0.8277 -0.6939


## B
17
Properties=species:S:1:pos:R:3 method="wB97M-V/def2-TZVPD" smiles="CC1=C[C@H](C)C=C1Cl"
C -3.0227 -0.3559 0.5893
C -1.8564 0.0314 -0.3477
C -1.0149 1.2599 -0.1952
C 0.3945 1.1147 -0.1922
C 1.7464 1.7103 0.2313
C 0.4071 -0.4246 -0.2357
C -0.7832 -1.0381 -0.3972
H -2.9845 -0.3807 1.7246
H -3.3906 -1.3100 0.2325
H -3.9949 0.1846 0.2126
H -2.2608 0.4601 -1.3043
H -1.4904 2.3134 0.0227
H 1.9942 1.3142 1.3298
H 1.7648 2.8483 0.1038
H 2.4104 1.4317 -0.6077
H -1.0815 -2.2073 -0.5671
Cl 1.9887 -1.0847 0.1258


Relative energies, unit kcal/mol: A 0.0; B 17.6


## A
6
Properties=species:S:1:pos:R:3 method="wB97M-V/def2-TZVPD" smiles="NC=O"
N 0.6124 0.1713 0.2672
C -0.8164 -0.3206 -0.2876
O -1.7448 0.3868 -0.4745
H 1.2079 -0.4659 0.7842
H 0.7307 1.1451 0.5293
H 0.0102 -0.9167 -0.8185


## B
6
Properties=species:S:1:pos:R:3 method="wB97M-V/def2-TZVPD" smiles="C=NO"
C 0.5615 -0.0948 -0.1637
O -1.5187 -0.0328 0.1790
N -0.4925 -0.8356 0.1661
H -0.7989 0.8622 -0.1671
H 0.8122 0.7167 0.5227
H 1.4364 -0.6156 -0.5370


## C
6
Properties=species:S:1:pos:R:3 method="wB97M-V/def2-TZVPD" smiles=C#N.O
N -0.2627 0.2293 -1.6143
C 0.1458 -0.6721 -0.9872
H 0.7374 -1.4197 -0.4861
O -0.0230 0.9750 0.9883
H 0.3319 0.1574 1.4052
H -0.9294 0.7301 0.6941


## D
The following is a quantum chemistry calculation of a 2-piece molecular cluster, CH3NO overall, from the Open Molecules 2025 dataset.

XYZ file:
```
6
CH3NO | the Open Molecules 2025 dataset | ωB97M-V/def2-TZVPD
C 0.5009 -0.3500 0.3404
N -0.5747 0.0367 -0.2494
O 0.8727 -1.3380 0.8196
H 1.2776 1.2070 0.3887
H -0.7933 1.0073 -0.6014
H -1.2831 -0.5629 -0.6979
```


Relative energies, unit kcal/mol: A 23.0; B 74.3; C 0.0; D 21.9


## A
6
Properties=species:S:1:pos:R:3 method="wB97M-V/def2-TZVPD" smiles="NC=O"
C -0.9863 0.3721 -0.0447
N 0.1436 -0.4122 -0.0697
O -2.1819 -0.1130 -0.0916
H -0.8101 1.5798 0.0792
H 1.0852 -0.3048 0.3905
H -0.1105 -1.3942 -0.1275


## B
6
Properties=species:S:1:pos:R:3 method="wB97M-V/def2-TZVPD" smiles="C=[NH+][O-]"
C -0.5935 0.3381 -0.0001
N 0.5406 -0.2982 -0.0004
O 1.7287 0.1091 0.0003
H -0.6099 1.4112 -0.0016
H -1.5039 -0.2276 0.0025
H 0.4380 -1.3326 -0.0007


Relative energies, unit kcal/mol: A 0.0; B 48.2


## A
61
Properties=species:S:1:pos:R:3 method="wB97M-V/def2-TZVPD" charge=-1
O -0.4977 0.0384 -2.2340
C -0.5701 -0.1420 -0.9909
O 0.4680 -0.2391 -0.3957
B 0.1378 0.0934 1.0440
O -1.3526 0.2573 0.9998
C -1.7031 0.0921 -0.1170
O -2.8463 0.2737 -0.5223
O 0.8059 1.2607 1.6695
C 1.4138 0.8379 2.6426
O 2.2785 1.4827 3.2718
C 1.0897 -0.6183 2.8934
O 0.4273 -1.1157 1.9621
O 1.6190 -1.2635 3.8179
O 3.0689 -1.7377 6.0294
H 2.6807 -1.3372 5.3783
H 2.9237 -1.1468 6.8459
O -1.2366 1.0536 -4.8905
H -1.6690 0.1763 -4.7690
H -1.6439 1.6298 -4.1911
O -5.2484 -1.3189 0.0548
H -4.8573 -1.0145 -0.7813
H -5.6107 -1.9454 -0.2812
O -3.3402 -2.0720 -2.4344
H -2.5442 -1.9189 -2.1666
H -3.2622 -1.9507 -3.4308
O 1.1069 1.6601 -3.6138
H 1.6520 0.9468 -4.0852
H 0.4115 1.3005 -3.0565
O 1.3677 2.8050 -1.0658
H 1.8771 2.0583 -0.6727
H 1.4747 2.8424 -1.9751
O -4.0563 0.7632 2.3311
H -3.5345 0.9675 1.5668
H -3.6184 -0.0282 2.5578
O 1.7987 -3.0782 -0.4314
H 0.7783 -3.1196 -0.7099
H 2.0045 -3.6295 0.4251
O 0.4786 -1.8173 -3.2340
H 1.1454 -1.3522 -3.6407
H 0.3930 -1.3575 -2.4312
O 3.5459 -0.7404 0.4638
H 3.0860 -1.4873 0.0894
H 4.0988 -1.3902 0.9809
O -4.1310 1.7144 -2.5313
H -3.8769 1.2726 -1.7428
H -4.9293 2.0497 -2.3042
O 2.4847 -4.0154 2.4361
H 1.8961 -3.3869 2.9170
H 3.4572 -4.1046 2.8147
O -2.1071 -1.3839 -4.3124
H -1.2929 -1.6391 -3.7899
H -2.1249 -2.3132 -4.8735
O 4.6433 2.1028 4.5668
H 3.7820 2.0174 4.1647
H 5.3983 2.0290 3.8589
O 1.9607 4.2024 3.4896
H 2.1478 3.2138 3.6646
H 1.8813 4.3770 2.6311
O -1.4475 2.9244 -1.0076
H -1.8095 3.2616 -1.7733
H -0.4733 2.9593 -1.1116


## B
61
Properties=species:S:1:pos:R:3 method="wB97M-V/def2-TZVPD" charge=-1
O 3.1066 2.6300 0.8591
C 2.1571 2.1410 0.3426
O 1.9281 0.8509 0.1254
B 0.5691 0.6902 -0.4051
O 0.0420 2.0515 -0.6360
C 0.9042 2.9122 -0.1169
O 0.8105 4.1028 -0.1244
O -0.3195 0.0262 0.5983
C -0.6082 -1.1921 0.1444
O -1.2493 -2.0104 0.7398
C -0.0472 -1.3230 -1.2746
O 0.4955 -0.1539 -1.5951
O -0.1464 -2.3047 -1.9397
O -0.3964 7.1027 1.0827
H -0.9727 6.4697 1.5215
H 0.4421 6.6352 0.9806
O -3.1793 -2.8094 -1.4741
H -3.6212 -2.8729 -0.6118
H -2.4457 -3.4367 -1.4302
O -1.0720 -5.3380 -0.3676
H -0.6681 -5.9397 0.2661
H -1.0028 -4.4701 0.0512
O -2.6640 -0.3857 -3.0074
H -2.7294 0.2546 -2.2691
H -2.6501 -1.2579 -2.5852
O 0.2848 1.5836 -4.1188
H 0.8429 2.3624 -4.2277
H 0.7316 1.0481 -3.4484
O 5.7354 1.5114 0.3927
H 4.8601 1.8801 0.1984
H 5.8104 1.5817 1.3489
O 0.6192 -3.6521 -4.3382
H 0.4294 -3.3573 -3.4266
H -0.2021 -4.0608 -4.6273
O 1.8862 -1.5681 2.3009
H 2.5250 -1.0957 1.7555
H 1.4009 -0.8627 2.7689
O -3.7451 -2.5285 1.6591
H -3.7687 -1.5545 1.6517
H -2.8300 -2.7382 1.4309
O 3.0685 5.5044 1.6667
H 2.4974 5.0178 1.0555
H 3.8770 5.6579 1.1682
O -0.9601 -1.0023 3.6091
H -1.5041 -1.1326 4.3961
H -1.5755 -0.6778 2.9294
O 0.7324 -4.2136 2.3415
H 0.7641 -3.2885 2.0368
H 0.2797 -4.1729 3.1884
O 0.9520 0.8993 3.4442
H 0.1695 0.3678 3.7308
H 0.5778 1.6329 2.9478
O -2.7662 1.4756 -0.9532
H -1.8186 1.6567 -0.8492
H -3.1957 2.3366 -0.8980
O 2.1316 -1.1978 -4.5204
H 1.9731 -0.3242 -4.8989
H 2.4194 -1.0285 -3.6161
O -2.9924 0.1320 1.6749
H -3.4733 0.7545 2.2327
H -2.4194 0.6808 1.1193


Relative energies, unit kcal/mol: A 176.6; B 0.0


## A
17
Properties=species:S:1:pos:R:3 method="wB97M-V/def2-TZVPD" smiles=C#CC(O)(O)OC.C#C
C 1.4725 1.2046 -0.6611
C -1.5145 0.9879 -0.7910
C -1.8640 0.0259 -1.4810
O 0.4157 0.7503 0.1850
H -1.5789 1.8406 -0.1576
H 1.5424 0.5808 -1.5561
H 1.2288 2.2300 -0.9322
H 2.4174 1.1944 -0.1156
H -2.5531 -0.2388 -2.2518
H -0.5895 -1.0714 -0.9950
C 0.5245 -0.7080 0.5615
O 1.7806 -0.9754 1.0587
C -0.4756 -0.8552 1.6294
C -1.3047 -1.0066 2.4789
O 0.2850 -1.4608 -0.5453
H 2.2678 -1.4205 0.3526
H -2.0543 -1.0778 3.2206


## B
17
Properties=species:S:1:pos:R:3 method="wB97M-V/def2-TZVPD" smiles="O=CC(=O)O.CC#CC"
C 1.1337 -0.7807 1.7939
C -2.3608 -0.6449 -0.3253
C 1.3171 0.9558 -0.8483
C -0.0659 -0.6719 0.9956
C -1.0824 -0.6125 0.3538
C 0.1495 0.4925 -1.6987
O 1.0294 2.1215 -0.2572
O 2.3756 0.4001 -0.7316
O 0.1768 -0.4515 -2.4376
H 1.7790 2.4291 0.2779
H -0.7041 1.1895 -1.6360
H 1.0962 -1.7005 2.3771
H 1.2158 0.0671 2.4749
H 2.0131 -0.8127 1.1494
H -2.2310 -1.0021 -1.3462
H -2.8128 0.3469 -0.3436
H -3.0294 -1.3257 0.2019


Relative energies, unit kcal/mol: A 85.6; B 0.0


## A
4
Properties=species:S:1:pos:R:3 method="wB97M-V/def2-TZVPD" charge=+1
O -0.1203 -0.6110 -0.2658
H 0.5659 -0.5506 -0.9684
H 0.2509 -1.2441 0.3897
K -0.6964 2.4056 0.8444


## B
4
Properties=species:S:1:pos:R:3 method="wB97M-V/def2-TZVPD" charge=+1
O -0.5950 0.2994 -0.3635
H -1.3380 0.2339 0.2782
H -0.8708 -0.2651 -1.1209
K 2.8038 -0.2683 1.2062


Relative energies, unit kcal/mol: A 0.0; B 2.8


## A
12
Properties=species:S:1:pos:R:3 method="wB97M-V/def2-TZVPD" spin_multiplicity=3
C -1.4643 -0.1460 0.0015
C 1.1835 0.0776 0.9034
N 0.5816 0.3520 -1.1885
N -0.7349 0.0323 -1.0586
N 0.9832 0.9484 -0.0166
S 1.0438 2.5781 -0.0494
S 0.8404 -1.6605 0.8697
H -1.1322 0.0245 0.9475
H -2.4205 -0.5870 0.0234
H 1.3036 0.3888 1.9102
H -1.1717 -0.2070 -1.9290
H 0.9877 -1.8011 -0.4137


## B
12
Properties=species:S:1:pos:R:3 method="wB97M-V/def2-TZVPD" spin_multiplicity=3
C 1.3945 -1.4456 0.8693
C 0.8753 1.1017 -0.4415
N 0.5303 -0.5063 1.2277
N 0.1341 0.4889 0.4251
N -2.2667 0.3455 -0.1494
S 2.2567 -1.4582 -0.7007
S 2.5576 0.6207 -0.6016
H 1.5192 -2.1206 1.6643
H 0.5263 2.0325 -0.9963
H -1.6705 0.3564 -0.9637
H -3.0189 1.1156 -0.1267
H -2.8378 -0.5306 -0.2066


Relative energies, unit kcal/mol: A 44.5; B 0.0


## A
The following is a quantum chemistry calculation of one molecule with the formula H2IO2PS, from the Open Molecules 2025 dataset.

XYZ file:
```
7
H2IO2PS | the Open Molecules 2025 dataset | ωB97M-V/def2-TZVPD
O -0.2654 0.1613 -1.3117
O 1.8254 0.2703 -0.0536
P 0.3914 1.0947 -0.2005
S -2.2841 -1.4991 0.1768
I -0.9600 -0.3392 1.6884
H -1.1288 -0.3561 -0.9250
H 2.4215 0.6681 0.6256
```


## B
The following is a quantum chemistry calculation of a 2-piece molecular cluster, H2IO2PS overall, from the Open Molecules 2025 dataset.

XYZ file:
```
7
H2IO2PS | the Open Molecules 2025 dataset | ωB97M-V/def2-TZVPD
O 1.0137 0.2463 -0.2151
O -0.4153 -0.6730 1.2499
P -0.5650 -0.1967 -0.1787
S -1.4541 2.7198 0.4423
I -0.4982 -2.2727 -1.6831
H 1.3314 0.6964 -1.0536
H 0.5876 -0.5202 1.4382
```


Relative energies, unit kcal/mol: A 0.0; B 42.1


## A
13
Properties=species:S:1:pos:R:3 method="wB97M-V/def2-TZVPD" smiles=[H][H].C1CO1.N
N -1.6003 3.5021 -0.3597
H -1.3267 2.6942 -0.9026
H 3.4050 5.3655 0.2791
H -0.9336 4.2483 -0.4961
H -1.5701 3.2122 0.6093
C 0.5084 -2.1855 -0.6114
O 1.0138 -1.6216 0.6073
C -0.3949 -1.7578 0.4419
H 0.6842 -1.5464 -1.4719
H 0.7359 -3.2322 -0.7563
H -0.9233 -0.8252 0.3016
H -0.8582 -2.4663 1.1108
H 3.0069 4.7551 0.1595


## B
13
Properties=species:S:1:pos:R:3 method="wB97M-V/def2-TZVPD" smiles=CCN.O
C 0.9966 -0.9595 0.5649
C -0.2347 -1.1614 -0.3122
N -0.6243 0.0900 -0.9543
H 0.8489 -0.1470 1.2854
H 1.2144 -1.9099 1.0331
H 1.8292 -0.5481 -0.0070
H 0.0575 -1.9566 -1.0264
H -1.1357 -1.5804 0.1268
H 0.1502 0.7130 -1.1272
H -1.1464 0.0001 -1.8167
H -1.0733 2.3957 1.3629
H -0.1754 2.1689 0.2674
O -0.7069 2.8952 0.6034


## C
13
Properties=species:S:1:pos:R:3 method="wB97M-V/def2-TZVPD" smiles=CN.CO
C 0.8516 0.6240 -1.6390
C 0.4204 -0.9348 1.6822
H -0.7353 0.2702 -0.4671
H 1.2813 1.3434 -2.5047
H 1.2377 1.0635 -0.6615
H 1.0780 -0.3745 -1.5714
H -1.4298 -1.1281 1.3084
H -1.2078 0.5715 1.7078
H 1.1686 -0.0505 1.9803
H 0.3482 -1.5513 2.6890
H 0.9154 -1.6584 0.9775
N -0.8421 -0.2850 1.0770
O -0.5492 0.6718 -1.4071


## D
13
Properties=species:S:1:pos:R:3 method="wB97M-V/def2-TZVPD" smiles=COC.N
C -0.2543 -1.2732 -1.4710
N 0.3662 2.9660 0.1499
H 0.2502 -2.2880 -1.4501
H -1.3783 -1.3148 -1.4870
H 0.0931 -0.7716 -2.3662
H 0.2766 2.0414 0.0817
H -0.5018 3.5051 0.4082
H 0.8850 3.2133 0.9878
C 0.0976 -1.2451 1.1066
O -0.0159 -0.5438 -0.2584
H 0.7978 -2.1023 1.0631
H 0.2214 -0.4857 1.8931
H -0.8375 -1.7012 1.3423


Relative energies, unit kcal/mol: A 46.0; B 0.0; C 42.3; D 29.8


## A
13
Properties=species:S:1:pos:R:3 method="wB97M-V/def2-TZVPD" smiles=COC.N
C -1.9649 -0.7585 -0.4483
N 5.7943 0.0764 -1.2005
H -0.9952 -0.8514 0.1112
H -2.5268 -1.6423 -0.2761
H -1.7963 -0.6969 -1.4487
H 5.0349 0.7171 -1.6381
H 6.2085 0.7503 -0.5667
H 5.4253 -0.6996 -0.6083
C -3.0593 0.5736 1.2658
O -2.8217 0.2908 -0.1036
H -3.2925 -0.3040 1.8572
H -2.3103 1.1159 1.8993
H -3.6961 1.4286 1.1568


## B
13
Properties=species:S:1:pos:R:3 method="wB97M-V/def2-TZVPD" smiles=COC.N
C 0.5067 -1.2582 0.8172
N 0.7993 1.4669 -2.5381
H 0.1489 -1.5003 -0.2293
H 1.5762 -1.3342 0.6113
H 0.1419 -2.1259 1.4211
H 1.5796 2.1296 -2.7224
H 0.5369 1.6136 -3.5602
H 1.2513 0.5419 -2.3728
C -1.3940 0.0875 1.7223
O 0.0614 -0.0923 1.4803
H -1.7332 -0.8213 2.2592
H -1.5965 0.8605 2.3807
H -1.8785 0.4321 0.7308


## C
13
Properties=species:S:1:pos:R:3 method="wB97M-V/def2-TZVPD" smiles=CCN.O
C 1.3931 -0.8532 0.1398
C 0.5473 0.2293 -0.5613
N -0.2069 1.1797 0.2501
H 0.7107 -1.5626 0.7475
H 1.8338 -1.5437 -0.6363
H 2.2149 -0.3505 0.6679
H 1.1946 0.8485 -1.2034
H -0.2558 -0.2839 -1.1060
H 0.3290 1.5402 1.0175
H -0.5835 1.9151 -0.3409
H -2.8575 -0.7876 0.7711
H -1.6952 -0.0904 0.2816
O -2.6246 -0.2409 -0.0277


Relative energies, unit kcal/mol: A 27.4; B 31.2; C 0.0


## A
8
Properties=species:S:1:pos:R:3 method="wB97M-V/def2-TZVPD" smiles=N.N
N 0.9652 -1.0922 -0.6159
H 1.9777 -1.1809 -0.6802
H 0.7880 -0.6469 0.2685
H 0.5602 -2.0161 -0.6784
N -1.1627 1.5448 0.4752
H -1.7729 1.0783 -0.1619
H -0.2390 1.3462 0.0805
H -1.1165 0.9668 1.3121


## B
8
Properties=species:S:1:pos:R:3 method="wB97M-V/def2-TZVPD" smiles=N.N
N -1.0568 0.7722 0.6747
H -0.1042 0.4052 0.7661
H -1.0567 1.4038 -0.1325
H -1.6596 -0.0207 0.4325
N 1.2179 -0.7837 -0.4267
H 1.2212 -0.0548 -1.1473
H 1.0123 -0.3207 0.4644
H 0.4260 -1.4014 -0.6312


Relative energies, unit kcal/mol: A 0.0; B 10.0